ORCA calculation (the ωB97M-V functional and the def2-TZVPD basis) on C18H30CoNO2P2 as an isolated structure at a distorted geometry.

Summary:
2S+1 ... 4
HOMO level (alpha / beta) ... -9.8 / -10.2 eV
Relative energy (zero: lowest compared OMol25 entry of this formula, charge and spin) ... 40.5 kcal/mol
Max |F| ... 1.94 eV/Å
Total charge ... +1
LUMO level (alpha / beta) ... -2.842 / -5.272 eV

XYZ file:
```
54
C18H30CoNO2P2 the ωB97M-V functional and the def2-TZVPD basis
Co 0.116 0.198 0.108
P -2.048 0.104 -0.293
C -2.004 0.549 -2.016
C -0.812 1.129 -2.496
N 0.309 0.994 -1.692
C 1.542 1.271 -2.144
C 1.719 1.969 -3.335
C 0.609 2.232 -4.136
C -0.637 1.767 -3.750
C 2.694 0.826 -1.281
P 2.172 -0.598 -0.195
H -1.520 1.864 -4.376
H 2.723 2.278 -3.614
H 0.721 2.787 -5.064
H 3.561 0.529 -1.887
H 3.025 1.632 -0.607
H -1.973 -1.461 -3.308
H -2.878 0.549 -2.668
H -0.980 -3.144 -2.286
O -1.742 -2.390 -3.509
H -2.222 -2.620 -4.323
H 0.573 -1.290 0.001
O -0.582 -3.398 -1.411
H 0.349 -3.601 -1.604
C 2.592 -2.044 -1.195
H 3.628 -1.971 -1.550
H 2.460 -2.926 -0.557
H 1.894 -2.093 -2.039
C 3.345 -0.595 1.180
H 3.217 -1.526 1.749
H 4.379 -0.539 0.805
H 3.157 0.256 1.846
C -2.926 1.411 0.617
H -3.945 1.493 0.222
H -2.956 1.169 1.687
H -2.401 2.363 0.478
C -3.040 -1.399 -0.071
H -3.148 -1.560 1.014
H -4.027 -1.246 -0.532
H -2.494 -2.240 -0.526
C 0.466 1.415 1.586
C 0.036 0.884 2.915
C 0.641 -0.259 3.465
C 0.297 -0.687 4.747
C -0.666 0.009 5.484
C -1.318 1.111 4.915
C -0.967 1.553 3.644
H -0.127 2.287 1.269
H 1.547 1.627 1.563
H 1.363 -0.820 2.865
H 0.788 -1.564 5.166
H -0.942 -0.328 6.480
H -2.098 1.633 5.467
H -1.471 2.410 3.189
```



ORCA calculation (the ωB97M-V functional and the def2-TZVPD basis) on C23H14F3O18S2V as an isolated structure at a distorted geometry.

Summary:
2S+1 ... 2
HOMO level ... 5.8 eV
Max |F| ... 7.38 eV/Å
Total charge ... -5
LUMO level ... 7.681 eV

XYZ file:
```
61
C23H14F3O18S2V the ωB97M-V functional and the def2-TZVPD basis
O -2.288 0.655 -0.915
V -0.765 0.429 -0.520
C 2.637 -0.516 1.500
C 3.307 -0.477 2.788
C 3.998 0.904 3.186
O 4.763 0.996 4.104
C 3.761 2.029 2.208
C 2.949 1.905 1.172
C 2.413 0.565 0.740
O 1.635 0.390 -0.294
O 2.552 3.075 0.689
O 3.486 -1.414 3.587
H 2.118 -1.415 1.204
H 4.145 2.982 2.542
C -2.069 4.222 3.513
C -1.262 3.374 2.896
C -1.719 2.045 2.268
O -1.028 1.064 1.782
C -3.021 1.745 2.289
C -4.051 2.544 2.966
C -3.525 3.975 3.634
O -4.357 4.657 4.188
O -5.211 2.182 3.148
O -0.036 3.826 2.773
H -1.629 5.093 3.975
H -3.374 0.784 1.945
C -0.578 -5.190 0.913
C -1.058 -3.994 0.195
C -0.765 -2.603 0.748
O -1.102 -1.592 0.076
C -0.086 -2.504 1.966
C 0.353 -3.580 2.627
C 0.101 -4.941 2.087
O 0.426 -6.009 2.806
O 1.052 -3.305 3.659
O -1.866 -4.104 -0.747
H -0.807 -6.116 0.407
H 0.200 -1.542 2.364
C -2.194 4.369 -1.446
F -2.914 3.945 -2.499
F -2.122 5.730 -1.427
F -2.868 4.003 -0.293
S -0.322 3.724 -1.526
O 0.327 4.454 -0.402
O -0.395 2.320 -1.135
O 0.195 3.949 -2.866
C 2.075 -2.387 -4.237
C 1.037 -2.486 -5.368
C -0.216 -1.660 -5.095
S -0.508 -1.941 -3.334
O -1.420 -3.068 -3.105
O -0.592 -0.652 -2.642
C 1.209 -2.477 -3.013
H 2.516 -1.392 -4.185
H 2.844 -3.145 -4.386
H 0.738 -3.518 -5.550
H 1.505 -1.928 -6.179
H -1.031 -1.883 -5.784
H 0.021 -0.604 -5.220
H 1.177 -3.501 -2.642
H 1.640 -1.992 -2.138
```



ORCA calculation (the ωB97M-V functional and the def2-TZVPD basis) on a 10-piece molecular cluster, C16H36O18 overall at a distorted geometry.

Summary:
2S+1 ... 1
SMILES string ... C[C@H]1COC(=O)O1.C[C@H]1COC(=O)O1.C[C@H]1COC(=O)O1.C[C@H]1COC(=O)O1.O.O.O.O.O.O
HOMO level ... -10.4 eV
Relative energy (zero: lowest compared OMol25 entry of this formula, charge and spin) ... 55.8 kcal/mol
Max |F| ... 6.26 eV/Å
LUMO level ... 0.108 eV

XYZ file:
```
70
C16H36O18 the ωB97M-V functional and the def2-TZVPD basis
C 1.962 5.524 5.558
C 2.076 4.468 4.385
C 1.629 4.966 3.019
O 2.702 4.797 2.177
C 3.767 4.349 2.932
O 4.877 4.158 2.552
O 3.373 4.115 4.175
H 2.629 6.383 5.489
H 2.203 5.119 6.541
H 0.909 5.797 5.613
H 1.581 3.580 4.776
H 1.476 6.045 3.024
H 0.782 4.392 2.643
C 0.907 -5.761 4.728
C -0.265 -5.165 3.934
C -1.487 -4.956 4.821
O -1.816 -3.683 4.372
C -0.873 -3.140 3.567
O -1.035 -1.985 3.156
O 0.121 -3.934 3.372
H 0.547 -6.715 5.112
H 1.041 -5.184 5.643
H 1.848 -5.943 4.209
H -0.527 -5.922 3.195
H -1.172 -4.997 5.863
H -2.327 -5.616 4.606
C 0.641 -3.211 -7.847
C -0.735 -2.992 -7.219
C -1.555 -4.166 -6.664
O -2.013 -3.818 -5.404
C -1.283 -2.777 -4.951
O -1.342 -2.333 -3.815
O -0.473 -2.298 -5.955
H 0.574 -3.826 -8.744
H 1.262 -3.721 -7.111
H 1.058 -2.227 -8.061
H -1.421 -2.444 -7.864
H -0.968 -5.085 -6.638
H -2.402 -4.287 -7.339
C 4.628 -1.158 -3.046
C 4.823 -0.695 -1.611
C 3.637 -0.818 -0.748
O 4.127 -1.093 0.546
C 5.321 -1.692 0.351
O 6.040 -2.226 1.271
O 5.627 -1.598 -0.933
H 5.602 -1.359 -3.491
H 4.023 -0.486 -3.655
H 4.199 -2.155 -2.946
H 5.188 0.330 -1.537
H 2.963 -1.615 -1.060
H 3.197 0.179 -0.769
O -3.483 3.171 2.869
H -3.867 3.434 3.705
H -2.940 2.412 3.082
O -2.387 2.232 -1.203
H -2.815 2.000 -0.379
H -2.001 1.412 -1.511
O -2.511 6.480 -2.652
H -2.195 5.587 -2.513
H -2.590 6.846 -1.771
O -3.560 7.078 1.249
H -4.180 7.531 1.820
H -3.693 6.149 1.440
O -6.677 -1.669 -0.038
H -7.601 -1.894 -0.147
H -6.552 -0.895 -0.587
O -6.473 2.243 -2.267
H -6.573 2.753 -3.071
H -5.545 2.008 -2.246
```



Repeat the third record exactly.
ORCA calculation (the ωB97M-V functional and the def2-TZVPD basis) on a 10-piece molecular cluster, C16H36O18 overall at a distorted geometry.

Summary:
2S+1 ... 1
SMILES string ... C[C@H]1COC(=O)O1.C[C@H]1COC(=O)O1.C[C@H]1COC(=O)O1.C[C@H]1COC(=O)O1.O.O.O.O.O.O
HOMO level ... -10.4 eV
Relative energy (zero: lowest compared OMol25 entry of this formula, charge and spin) ... 55.8 kcal/mol
Max |F| ... 6.26 eV/Å
LUMO level ... 0.108 eV

XYZ file:
```
70
C16H36O18 the ωB97M-V functional and the def2-TZVPD basis
C 1.962 5.524 5.558
C 2.076 4.468 4.385
C 1.629 4.966 3.019
O 2.702 4.797 2.177
C 3.767 4.349 2.932
O 4.877 4.158 2.552
O 3.373 4.115 4.175
H 2.629 6.383 5.489
H 2.203 5.119 6.541
H 0.909 5.797 5.613
H 1.581 3.580 4.776
H 1.476 6.045 3.024
H 0.782 4.392 2.643
C 0.907 -5.761 4.728
C -0.265 -5.165 3.934
C -1.487 -4.956 4.821
O -1.816 -3.683 4.372
C -0.873 -3.140 3.567
O -1.035 -1.985 3.156
O 0.121 -3.934 3.372
H 0.547 -6.715 5.112
H 1.041 -5.184 5.643
H 1.848 -5.943 4.209
H -0.527 -5.922 3.195
H -1.172 -4.997 5.863
H -2.327 -5.616 4.606
C 0.641 -3.211 -7.847
C -0.735 -2.992 -7.219
C -1.555 -4.166 -6.664
O -2.013 -3.818 -5.404
C -1.283 -2.777 -4.951
O -1.342 -2.333 -3.815
O -0.473 -2.298 -5.955
H 0.574 -3.826 -8.744
H 1.262 -3.721 -7.111
H 1.058 -2.227 -8.061
H -1.421 -2.444 -7.864
H -0.968 -5.085 -6.638
H -2.402 -4.287 -7.339
C 4.628 -1.158 -3.046
C 4.823 -0.695 -1.611
C 3.637 -0.818 -0.748
O 4.127 -1.093 0.546
C 5.321 -1.692 0.351
O 6.040 -2.226 1.271
O 5.627 -1.598 -0.933
H 5.602 -1.359 -3.491
H 4.023 -0.486 -3.655
H 4.199 -2.155 -2.946
H 5.188 0.330 -1.537
H 2.963 -1.615 -1.060
H 3.197 0.179 -0.769
O -3.483 3.171 2.869
H -3.867 3.434 3.705
H -2.940 2.412 3.082
O -2.387 2.232 -1.203
H -2.815 2.000 -0.379
H -2.001 1.412 -1.511
O -2.511 6.480 -2.652
H -2.195 5.587 -2.513
H -2.590 6.846 -1.771
O -3.560 7.078 1.249
H -4.180 7.531 1.820
H -3.693 6.149 1.440
O -6.677 -1.669 -0.038
H -7.601 -1.894 -0.147
H -6.552 -0.895 -0.587
O -6.473 2.243 -2.267
H -6.573 2.753 -3.071
H -5.545 2.008 -2.246
```



Repeat the third record exactly.
ORCA calculation (the ωB97M-V functional and the def2-TZVPD basis) on a 10-piece molecular cluster, C16H36O18 overall at a distorted geometry.

Summary:
2S+1 ... 1
SMILES string ... C[C@H]1COC(=O)O1.C[C@H]1COC(=O)O1.C[C@H]1COC(=O)O1.C[C@H]1COC(=O)O1.O.O.O.O.O.O
HOMO level ... -10.4 eV
Relative energy (zero: lowest compared OMol25 entry of this formula, charge and spin) ... 55.8 kcal/mol
Max |F| ... 6.26 eV/Å
LUMO level ... 0.108 eV

XYZ file:
```
70
C16H36O18 the ωB97M-V functional and the def2-TZVPD basis
C 1.962 5.524 5.558
C 2.076 4.468 4.385
C 1.629 4.966 3.019
O 2.702 4.797 2.177
C 3.767 4.349 2.932
O 4.877 4.158 2.552
O 3.373 4.115 4.175
H 2.629 6.383 5.489
H 2.203 5.119 6.541
H 0.909 5.797 5.613
H 1.581 3.580 4.776
H 1.476 6.045 3.024
H 0.782 4.392 2.643
C 0.907 -5.761 4.728
C -0.265 -5.165 3.934
C -1.487 -4.956 4.821
O -1.816 -3.683 4.372
C -0.873 -3.140 3.567
O -1.035 -1.985 3.156
O 0.121 -3.934 3.372
H 0.547 -6.715 5.112
H 1.041 -5.184 5.643
H 1.848 -5.943 4.209
H -0.527 -5.922 3.195
H -1.172 -4.997 5.863
H -2.327 -5.616 4.606
C 0.641 -3.211 -7.847
C -0.735 -2.992 -7.219
C -1.555 -4.166 -6.664
O -2.013 -3.818 -5.404
C -1.283 -2.777 -4.951
O -1.342 -2.333 -3.815
O -0.473 -2.298 -5.955
H 0.574 -3.826 -8.744
H 1.262 -3.721 -7.111
H 1.058 -2.227 -8.061
H -1.421 -2.444 -7.864
H -0.968 -5.085 -6.638
H -2.402 -4.287 -7.339
C 4.628 -1.158 -3.046
C 4.823 -0.695 -1.611
C 3.637 -0.818 -0.748
O 4.127 -1.093 0.546
C 5.321 -1.692 0.351
O 6.040 -2.226 1.271
O 5.627 -1.598 -0.933
H 5.602 -1.359 -3.491
H 4.023 -0.486 -3.655
H 4.199 -2.155 -2.946
H 5.188 0.330 -1.537
H 2.963 -1.615 -1.060
H 3.197 0.179 -0.769
O -3.483 3.171 2.869
H -3.867 3.434 3.705
H -2.940 2.412 3.082
O -2.387 2.232 -1.203
H -2.815 2.000 -0.379
H -2.001 1.412 -1.511
O -2.511 6.480 -2.652
H -2.195 5.587 -2.513
H -2.590 6.846 -1.771
O -3.560 7.078 1.249
H -4.180 7.531 1.820
H -3.693 6.149 1.440
O -6.677 -1.669 -0.038
H -7.601 -1.894 -0.147
H -6.552 -0.895 -0.587
O -6.473 2.243 -2.267
H -6.573 2.753 -3.071
H -5.545 2.008 -2.246
```



- Among the records above, which one has the highest max |F|?
  C23H14F3O18S2V



- Which of these has the lowest max |F|?
  C18H30CoNO2P2